# C51H76KN5PS

C51H76KN5PS as an isolated structure at a distorted geometry (wB97M-V/def2-TZVPD, the Open Molecules 2025 dataset).

Its HOMO-LUMO gap is 7.8 eV. For the LUMO energy, the calculation gives -2.16 eV. As for the total charge: +1. The value obtained for the highest occupied orbital energy is -0.3674 Eh.

Positions of all 135 atoms, in Å:
K -0.38328 -0.04208 -0.23626
C 0.27200 3.10047 -3.44398
C 1.31070 3.69331 -2.48874
C 2.58122 4.13040 -3.22093
C 1.61289 2.71513 -1.35410
C 2.26529 1.47504 -1.90470
C 2.79953 0.42516 -1.26562
C 3.87980 -0.35181 -2.01753
C 5.22822 0.34057 -1.75310
C 3.67098 -0.43854 -3.53393
C 2.52054 0.07586 0.15617
C 1.91044 0.90741 1.02579
C 1.50279 2.32069 0.69668
C 1.59082 0.46917 2.44120
C 2.34133 1.30121 3.48871
C 0.08081 0.50981 2.71932
C 3.15654 -1.19952 0.65216
C 4.41453 -1.01748 1.23579
C 5.21072 -2.08206 1.61612
C 4.75343 -3.37378 1.41219
C 3.48782 -3.56943 0.89055
C 2.65565 -2.50720 0.52244
P 0.88473 -2.81652 0.09705
C 0.28601 -3.95166 1.51157
C -1.24266 -3.79960 1.49879
C 0.60471 -5.44754 1.45822
C 0.79242 -3.37538 2.83884
C 0.94400 -3.82109 -1.50751
C -0.47621 -4.31264 -1.80953
C 1.32913 -2.78772 -2.57169
C 1.94002 -4.97498 -1.60481
H 0.10991 3.77821 -4.28274
H -0.68467 2.95743 -2.93412
H 0.59739 2.13775 -3.84564
H 0.87474 4.58948 -2.06016
H 3.00697 3.33525 -3.83455
H 3.34248 4.46498 -2.51243
H 2.35011 4.96572 -3.88254
H 2.55110 1.58047 -2.94285
H 3.94908 -1.36286 -1.61714
H 5.19960 1.36316 -2.13531
H 6.03570 -0.19411 -2.25676
H 5.46152 0.37621 -0.69005
H 3.96900 0.48896 -4.02670
H 2.63521 -0.64976 -3.79730
H 4.29810 -1.23200 -3.94222
H 1.16986 2.82731 1.60054
H 1.92456 -0.56224 2.55271
H 1.96790 2.32599 3.54111
H 3.40919 1.33464 3.26695
H 2.21411 0.85046 4.47360
H -0.33724 1.50752 2.56867
H -0.10446 0.22237 3.75478
H -0.45922 -0.18565 2.07578
H 4.77190 -0.00593 1.38661
H 6.18180 -1.90497 2.05981
H 5.36574 -4.22339 1.68581
H 3.12582 -4.58080 0.78554
H -1.67508 -4.19611 0.57980
H -1.54570 -2.75533 1.58246
H -1.67496 -4.34836 2.34093
H 0.17037 -5.92691 0.58283
H 0.16494 -5.92113 2.34039
H 1.67167 -5.66070 1.48201
H 0.56371 -2.30852 2.91533
H 1.86461 -3.50934 2.96702
H 0.28960 -3.88488 3.66479
H -1.19869 -3.50082 -1.69337
H -0.77385 -5.13873 -1.16470
H -0.52781 -4.66617 -2.84280
H 0.65663 -1.92500 -2.55569
H 1.28001 -3.23828 -3.56646
H 2.34911 -2.44570 -2.40667
H 1.71534 -5.78785 -0.91752
H 2.96160 -4.63642 -1.43224
H 1.89889 -5.38322 -2.61890
C 2.29651 7.51439 -0.51676
C 1.45208 6.86432 0.59085
C 0.10338 7.59252 0.62597
C 2.13989 7.07440 1.94882
C 1.31576 5.35517 0.31537
C 2.43255 4.62326 0.17593
C 2.49570 3.16732 -0.13323
N 0.47693 2.41499 -0.40306
C -0.39996 3.52182 -0.12326
C -0.01945 4.76838 0.21881
C -1.82619 3.14332 -0.03121
C -2.86537 4.05859 -0.18278
C -4.18359 3.67694 0.04266
C -4.39427 2.35157 0.41652
C -3.31352 1.49182 0.49546
N -2.05666 1.86040 0.26898
C -5.31578 4.68812 -0.06190
C -6.69077 4.01307 -0.06887
C -5.22528 5.61672 1.16149
C -5.17833 5.51721 -1.34673
H 2.34402 8.59316 -0.35709
H 1.85670 7.33408 -1.50022
H 3.31804 7.13415 -0.52611
H 0.28009 8.65611 0.78704
H -0.52780 7.24026 1.44433
H -0.43751 7.48368 -0.31705
H 2.25980 8.14080 2.15055
H 3.12676 6.61212 1.96776
H 1.54291 6.63762 2.75200
H 3.39442 5.11418 0.26725
H 3.52588 2.81621 -0.15114
H -0.82912 5.43070 0.48676
H -2.64388 5.07270 -0.48432
H -5.38592 1.98042 0.62965
H -3.45905 0.44846 0.76103
H -6.91346 3.53855 0.88804
H -6.76225 3.26479 -0.86052
H -7.46036 4.76436 -0.24633
H -5.26706 5.04010 2.08707
H -6.05966 6.32020 1.15617
H -4.29412 6.18596 1.15388
H -5.16888 4.86987 -2.22565
H -4.26870 6.11816 -1.35037
H -6.02326 6.20083 -1.43401
C -6.02934 -2.98310 1.32159
C -5.16350 -3.80937 0.36653
C -4.33297 -2.94681 -0.52727
N -3.45758 -2.09664 -0.13451
N -2.82221 -1.43040 -1.13982
C -3.24050 -1.77493 -2.32108
N -2.72600 -1.28669 -3.48681
S -4.46324 -3.01480 -2.28157
H -6.60528 -3.64273 1.96934
H -6.72477 -2.35251 0.76693
H -5.40086 -2.34408 1.94011
H -5.79070 -4.46113 -0.24160
H -4.49071 -4.44661 0.94482
H -2.25350 -0.39909 -3.41660
H -3.26506 -1.42372 -4.32378

Atomic forces in eV per Å
-0.7 -0.5 -0.9
0.0 0.1 0.1
0.0 -0.1 -0.1
-0.1 0.0 0.1
0.2 0.3 0.0
0.1 -0.1 0.1
-0.1 0.0 -0.3
0.0 0.1 -0.1
0.0 -0.1 0.1
0.0 0.0 0.1
0.3 0.2 0.3
0.4 -0.2 0.1
0.2 0.2 0.0
0.0 0.1 0.2
0.0 0.0 -0.1
0.2 0.0 0.0
0.1 -0.1 0.1
0.0 0.0 0.0
0.0 0.0 0.0
0.0 -0.1 0.0
0.0 0.0 0.0
-0.1 0.0 -0.1
0.4 -0.7 0.2
-0.1 0.1 -0.1
0.0 0.0 0.0
0.0 0.1 0.0
0.0 0.1 -0.1
-0.1 0.1 0.0
0.0 0.0 0.0
0.0 0.0 0.1
0.0 0.0 0.0
0.0 0.0 0.0
0.0 0.0 0.0
0.0 0.0 0.0
0.0 0.1 0.1
0.0 0.0 0.0
0.0 0.0 0.0
0.0 0.0 0.0
0.0 0.0 0.0
0.0 0.0 0.0
0.0 0.0 0.0
0.0 0.0 0.0
0.0 0.0 0.0
0.0 0.0 0.0
0.0 0.0 0.0
0.0 0.0 0.0
0.0 0.0 0.0
0.0 0.0 0.0
0.0 0.0 0.0
0.0 0.0 0.0
0.0 0.0 0.0
0.0 0.0 0.0
-0.1 0.0 0.0
-0.1 -0.1 0.4
0.0 0.0 0.0
0.0 0.0 0.0
0.0 0.0 0.0
0.0 0.0 0.0
-0.1 0.0 0.1
0.0 0.0 0.0
0.0 0.0 0.0
0.0 0.0 0.0
0.0 0.0 0.0
0.0 0.0 0.0
0.0 0.0 0.0
0.1 0.0 0.0
0.0 0.0 0.0
0.0 0.0 0.0
0.0 0.0 0.0
0.0 0.0 0.0
0.0 0.0 -0.1
0.0 0.0 0.0
0.0 0.1 0.0
0.0 0.0 0.0
0.0 0.0 0.0
0.0 0.0 0.0
0.0 0.0 0.0
0.0 0.1 0.1
0.1 -0.1 0.0
-0.1 0.0 -0.1
0.3 0.0 0.0
-0.2 0.0 -0.1
-0.1 0.0 -0.1
0.0 0.3 -0.1
0.2 0.2 0.0
-0.2 -0.1 0.0
-0.3 0.0 0.0
0.0 0.0 0.0
0.0 -0.1 0.0
0.0 0.0 -0.1
-0.1 0.0 0.1
-0.3 0.3 0.2
-0.1 0.1 0.0
0.1 0.0 0.0
0.0 0.0 -0.1
0.0 -0.1 0.0
0.0 0.0 0.0
0.0 0.0 0.0
0.0 0.0 0.0
0.0 0.0 0.0
0.0 0.0 0.0
0.0 0.0 0.0
0.0 0.0 0.0
0.0 0.0 0.0
0.0 0.0 0.0
0.0 0.1 0.0
0.0 0.0 0.0
0.0 0.0 0.0
0.0 0.0 0.0
0.0 0.0 0.0
-0.1 0.0 0.0
0.0 0.0 0.0
0.0 0.0 0.0
0.0 0.0 0.0
0.0 0.0 0.0
0.0 0.0 0.0
0.0 0.0 0.0
0.0 0.0 0.0
0.0 0.0 0.0
0.0 0.0 0.0
0.1 0.0 -0.1
-0.1 0.1 0.2
0.0 -0.1 -0.6
-0.1 0.0 0.3
0.2 0.3 -0.4
-0.3 -0.4 0.2
0.1 0.0 0.0
0.2 0.3 0.3
0.0 0.0 0.0
0.0 0.0 0.0
0.0 0.0 0.0
0.0 0.0 0.0
0.0 0.0 0.0
0.0 0.0 0.0
0.0 0.1 0.0

---

# C51H81BIN11O4

A 9-piece molecular cluster, C51H81BIN11O4 overall at a distorted geometry (wB97M-V/def2-TZVPD, the Open Molecules 2025 dataset).

Its HOMO-LUMO gap is 7.8 eV. For the LUMO energy, the calculation gives -0.57 eV. As for the total charge: 0. As for the SMILES: [H]/N=C\Cc1cnc2c(B(C)O)c(O)c(CCCCCCOC(C)=O)c(I)c2n1.CCCC#N.CCCC#N.CCCC#N.CCCC#N.CCCC#N.CCCC#N.CCCC#N.CCCC#N. The value obtained for the highest occupied orbital energy is -0.3086 Eh.

Positions of all 149 atoms, in Å:
H 5.74944 4.85797 -2.47383
N 5.94828 4.38440 -3.36853
C 6.39914 3.23019 -3.04244
C 6.58022 2.77743 -1.53813
C 5.67231 1.53747 -1.19964
C 5.81650 0.90862 0.14022
N 5.09788 -0.13608 0.61908
C 4.21640 -0.57416 -0.35847
C 3.36075 -1.76913 -0.01613
B 3.53132 -2.45633 1.42767
C 4.20195 -3.95179 1.42764
O 3.18931 -1.87103 2.66166
C 2.39995 -2.30559 -0.95001
O 1.61559 -3.39345 -0.53413
C 2.22671 -1.72486 -2.34092
C 1.18012 -2.41986 -3.26133
C 0.09362 -1.45761 -3.91020
C -0.24211 -0.17669 -3.06900
C -0.75706 -0.47512 -1.59974
C -1.60886 0.78680 -1.13951
C -0.66016 2.04080 -1.05303
O -1.27549 3.18082 -0.39156
C -0.26274 4.13560 -0.23209
C 0.07036 4.67326 1.22388
O 0.36148 4.60823 -1.15231
C 3.07811 -0.60312 -2.67984
I 2.97776 0.28617 -4.66189
C 4.06478 0.00257 -1.70327
N 4.79297 1.10112 -2.13588
H 6.71518 2.49191 -3.81931
H 7.66031 2.52992 -1.30937
H 6.32111 3.63787 -0.85084
H 6.59281 1.34270 0.82772
H 3.41520 -4.75193 1.48531
H 4.75648 -4.08559 0.45480
H 4.93458 -4.09672 2.27150
H 3.94297 -2.04984 3.25880
H 1.08307 -3.06031 0.21650
H 1.75655 -2.90122 -4.10921
H 0.63701 -3.23927 -2.70990
H -0.83302 -2.07518 -4.08868
H 0.47988 -1.18102 -4.93496
H 0.58428 0.57486 -3.00142
H -1.09380 0.34209 -3.60732
H -1.48541 -1.32749 -1.66735
H 0.08786 -0.71184 -0.89580
H -2.36980 0.99381 -1.94590
H -2.18075 0.58942 -0.19439
H 0.27055 1.71546 -0.49431
H -0.41888 2.34962 -2.11137
H 1.11930 4.35993 1.45237
H -0.68854 4.18771 1.89937
H -0.04606 5.78580 1.17799
C -5.52028 -2.85342 0.17587
C -5.15795 -3.86046 -0.90782
C -3.73965 -3.67086 -1.44844
C -3.58881 -2.41273 -2.18305
N -3.46525 -1.42284 -2.75507
H -5.53099 -1.83257 -0.21495
H -6.51432 -3.06749 0.57143
H -4.80949 -2.89803 1.00494
H -5.88553 -3.79467 -1.72154
H -5.23908 -4.86681 -0.48879
H -3.50043 -4.50002 -2.11995
H -3.01828 -3.71092 -0.62715
C -3.93705 7.53979 2.83140
C -3.18695 8.45094 3.79406
C -1.66862 8.32219 3.66629
C -1.18427 7.00845 4.09130
N -0.79931 5.97514 4.41321
H -3.74956 6.48596 3.05121
H -5.01301 7.70932 2.91137
H -3.63962 7.73412 1.79858
H -3.50357 8.23570 4.81845
H -3.46704 9.48706 3.58616
H -1.19253 9.08917 4.28293
H -1.36427 8.51281 2.63345
C 0.90040 -5.15656 3.25689
C 0.30452 -6.50398 2.86894
C -0.43553 -6.46856 1.52782
C -1.64527 -5.64396 1.57326
N -2.59322 -4.99394 1.60564
H 0.12170 -4.40665 3.41776
H 1.46799 -5.24970 4.18424
H 1.57852 -4.78666 2.48523
H -0.36354 -6.84491 3.66165
H 1.11408 -7.23494 2.79927
H -0.71775 -7.48865 1.25270
H 0.23129 -6.10214 0.74206
C -4.01377 -8.63483 2.78195
C -3.67654 -10.04480 3.25410
C -3.15600 -10.08706 4.69260
C -1.85276 -9.43494 4.83079
N -0.83060 -8.92189 4.94048
H -3.12491 -8.00069 2.74836
H -4.43726 -8.66588 1.77637
H -4.74627 -8.16444 3.44178
H -2.94433 -10.48867 2.57404
H -4.58009 -10.65738 3.19345
H -3.06163 -11.13009 5.00581
H -3.87811 -9.61920 5.36634
C -7.67327 1.31961 3.22209
C -6.87601 1.23179 1.92613
C -7.74836 0.93733 0.70381
C -8.33782 -0.40211 0.75072
N -8.79887 -1.45365 0.78756
H -8.14094 0.36388 3.46892
H -7.01614 1.59149 4.05020
H -8.45690 2.07781 3.15019
H -6.10046 0.46814 2.02970
H -6.36518 2.18521 1.76673
H -7.13512 1.01949 -0.19761
H -8.53864 1.68733 0.61762
C 9.68977 -6.02168 3.27954
C 9.27740 -4.56991 3.06693
C 8.23167 -4.08948 4.07560
C 6.94392 -4.76499 3.90587
N 5.93294 -5.29524 3.77242
H 8.85117 -6.70274 3.11886
H 10.47901 -6.29520 2.57693
H 10.07039 -6.17731 4.29184
H 8.90372 -4.44578 2.04702
H 10.16538 -3.93887 3.16006
H 8.08335 -3.01379 3.94781
H 8.59717 -4.23898 5.09462
C 3.79855 4.89612 -6.03827
C 4.62223 5.72032 -7.01905
C 3.76332 6.53697 -7.98761
C 3.00909 5.68984 -8.91390
N 2.41624 5.02572 -9.64017
H 3.20609 4.13606 -6.55401
H 4.45535 4.38495 -5.33449
H 3.11904 5.53181 -5.46503
H 5.29218 5.05818 -7.57434
H 5.25359 6.40795 -6.44973
H 4.41301 7.19826 -8.56725
H 3.07680 7.17845 -7.42941
C -5.48771 7.26785 -1.68384
C -4.62456 8.02166 -2.68888
C -3.12597 7.78823 -2.48595
C -2.63995 8.35849 -1.22873
N -2.25723 8.80212 -0.24066
H -5.31230 7.61861 -0.66408
H -6.54529 7.41763 -1.90922
H -5.28389 6.19497 -1.71854
H -4.85215 9.08954 -2.63187
H -4.89424 7.69166 -3.69559
H -2.57958 8.24733 -3.31380
H -2.90532 6.71822 -2.51709

Atomic forces in eV per Å
-0.1 0.2 -0.5
0.6 -1.3 0.8
0.2 0.1 0.9
-0.4 -0.3 -0.3
-0.3 -0.4 0.1
-0.2 0.0 -0.1
0.4 2.0 -3.2
-2.0 -1.9 -0.6
-1.3 0.8 -1.4
0.6 -1.1 0.5
0.4 0.7 -0.4
1.1 0.1 -1.4
2.1 2.2 0.0
0.0 1.3 0.0
1.2 0.5 1.2
0.2 0.2 -0.4
0.5 0.0 -0.2
-0.8 -0.2 0.1
-0.8 0.6 -0.8
0.2 0.3 -0.2
-0.2 -1.3 -0.9
1.7 0.2 0.5
0.6 1.5 0.6
-1.6 -1.2 -1.0
-0.7 -0.9 0.2
-0.5 -1.3 1.5
0.4 -0.5 1.2
-0.8 -0.6 -0.5
1.0 -0.7 2.9
-0.4 0.7 0.6
-1.1 0.1 -0.4
0.1 -0.9 -0.8
-0.9 -0.5 -0.7
0.8 0.7 0.0
-0.5 -0.1 0.9
-1.0 0.1 -0.9
-0.9 -0.2 0.0
0.3 -0.4 -0.5
-0.6 0.4 0.9
0.9 0.9 -0.3
0.8 0.7 0.4
-0.6 -0.1 1.1
-0.5 -0.9 -0.3
0.9 -0.5 0.5
1.1 0.7 0.3
-0.8 0.3 -0.6
0.6 -0.3 0.9
0.7 0.3 -0.6
-0.8 0.6 -0.6
0.1 -0.3 1.3
-1.0 0.4 -0.1
1.1 0.8 -0.2
0.2 -1.1 0.2
-0.1 0.0 0.1
-0.3 0.1 0.3
-0.1 -0.3 -0.1
0.0 0.0 -0.1
-0.3 -0.2 0.0
0.0 0.0 0.0
0.0 0.1 0.0
0.0 0.0 -0.1
0.1 0.0 0.0
0.1 0.0 -0.1
0.1 0.2 -0.1
0.0 0.1 0.0
-0.1 -0.1 0.0
-0.4 -0.1 -0.1
-0.1 0.4 0.1
0.1 0.0 -0.1
-0.1 0.0 0.0
0.0 0.0 0.0
0.0 0.0 0.0
0.0 0.0 0.0
0.1 0.0 0.0
0.1 0.0 0.0
0.1 -0.1 0.0
0.0 -0.1 0.0
-0.1 0.0 0.0
0.2 0.3 0.2
0.2 -0.3 0.2
0.0 0.1 -0.1
0.1 -0.1 0.0
0.0 0.0 0.0
0.0 0.0 -0.1
0.0 0.0 0.0
0.0 -0.1 -0.1
-0.2 -0.1 -0.1
-0.1 0.1 -0.1
-0.1 0.1 0.0
0.1 0.0 -0.1
-0.2 0.2 -0.3
-0.1 -0.3 -0.2
0.0 0.1 0.2
-0.1 -0.1 -0.1
-0.1 0.0 0.1
0.0 0.1 0.1
0.0 0.0 0.0
0.0 -0.1 0.1
0.1 -0.1 0.1
0.1 0.1 0.1
0.1 0.1 0.0
0.0 -0.1 0.0
0.0 0.1 0.4
0.4 0.1 -0.1
-0.2 0.0 -0.1
0.1 0.1 0.0
0.0 0.0 0.0
-0.1 0.0 0.0
0.0 0.0 0.0
0.0 0.0 -0.1
0.0 -0.1 -0.1
-0.1 -0.1 0.0
-0.1 -0.1 0.0
0.0 0.0 -0.1
0.3 -0.3 -0.1
0.2 0.3 -0.2
0.0 -0.1 0.2
0.3 -0.1 0.2
0.0 0.0 0.0
0.0 0.0 0.1
0.0 0.0 0.0
0.0 0.1 0.1
-0.1 0.1 0.0
-0.2 -0.1 0.1
-0.1 -0.1 0.0
0.0 -0.2 -0.1
0.0 -0.2 0.3
0.4 0.1 0.0
-0.2 0.1 0.0
0.1 0.0 0.1
0.0 0.1 0.0
-0.1 0.1 0.0
0.0 0.0 0.0
0.0 0.1 -0.1
0.0 0.0 -0.1
-0.2 0.0 -0.1
-0.1 -0.1 -0.1
0.0 0.1 0.0
-0.4 -0.1 0.1
-0.1 0.1 -0.4
0.1 -0.1 0.0
-0.1 0.0 0.0
0.0 0.0 0.0
0.0 0.0 0.0
0.0 0.0 0.0
0.1 0.0 0.0
0.1 0.1 0.0
0.1 0.0 0.2
0.1 0.1 0.2